{"formula": "C15H37N2O2", "method": "ωB97M-V/def2-TZVPD", "elements": ["O", "O", "N", "N", "C", "C", "C", "C", "C", "C", "C", "C", "C", "C", "C", "C", "C", "C", "C", "H", "H", "H", "H", "H", "H", "H", "H", "H", "H", "H", "H", "H", "H", "H", "H", "H", "H", "H", "H", "H", "H", "H", "H", "H", "H", "H", "H", "H", "H", "H", "H", "H", "H", "H", "H", "H"], "positions_angstrom": [[-0.79322, -1.12190, 1.92204], [-4.66173, 1.93991, 4.06258], [3.90345, -2.49782, -2.62864], [3.93843, -0.87832, -5.01820], [-2.88557, -2.29435, 1.54924], [-6.70058, 3.25461, 3.96636], [4.66115, -1.25673, -2.71715], [3.92831, 0.00145, -2.23964], [3.74220, 0.05521, -0.72507], [-2.83261, 0.19240, 1.94350], [-5.94257, 2.04703, 3.43960], [-2.10259, -1.00482, 1.35837], [3.50546, 1.48430, -0.20800], [5.13178, -1.14296, -4.14985], [2.71462, -2.59538, -3.48311], [1.13054, 1.37501, 0.67490], [-6.73236, 0.75892, 3.61226], [2.61070, 1.51080, 1.03030], [2.73758, -1.77348, -4.78975], [4.46126, 1.97305, -0.01925], [2.60924, -3.64000, -3.77063], [4.21449, -0.96138, -5.99429], [-6.89466, 3.14186, 5.03643], [4.49125, 0.88705, -2.55978], [-2.34753, -3.14095, 1.12193], [2.76973, 2.44349, 1.57030], [2.86112, -0.52822, -0.45333], [-3.86809, -2.23270, 1.07981], [1.80738, -2.33964, -2.93327], [4.61490, -0.37567, -0.23576], [0.87556, 2.07420, -0.12347], [2.94486, 0.06150, -2.71811], [-0.89733, -1.26165, 2.86893], [5.61550, -2.05384, -4.48655], [2.89981, 0.69323, 1.69338], [-2.97657, 0.07211, 3.01806], [1.86965, -1.12085, -4.82226], [-2.26056, 1.10757, 1.78932], [-3.03068, -2.49263, 2.61446], [5.55704, -1.39669, -2.11120], [-6.92640, 0.57341, 4.67215], [3.01848, 2.06191, -1.00024], [-5.72153, 2.19501, 2.38072], [-4.80466, 1.81555, 5.00665], [2.66195, -2.43456, -5.64677], [0.89734, 0.36221, 0.34916], [-7.69161, 0.81042, 3.09619], [-6.17147, -0.09092, 3.22142], [-7.65846, 3.37235, 3.45874], [-1.93075, -0.84313, 0.29152], [3.63897, -2.66965, -1.67060], [-3.81568, 0.31804, 1.48790], [3.65517, 0.09078, -4.89544], [0.49577, 1.60438, 1.52574], [5.80096, -0.29387, -4.26735], [-6.11745, 4.16435, 3.82574]], "lowdin_charge": [-0.0685, -0.0641, -0.0104, 0.0702, -0.0612, -0.0607, -0.3434, -0.1645, -0.1940, -0.0612, -0.5069, -0.5016, -0.2171, -0.0702, -0.1631, -0.1069, -0.0593, -0.2556, -0.0711, 0.1129, 0.1185, 0.1801, 0.0825, 0.1258, 0.0764, 0.1068, 0.1075, 0.0804, 0.1202, 0.1214, 0.0737, 0.1166, 0.0890, 0.1455, 0.1110, 0.0774, 0.1297, 0.0772, 0.0832, 0.1572, 0.0830, 0.1056, 0.1323, 0.0885, 0.1291, 0.0558, 0.0814, 0.0702, 0.0811, 0.1320, 0.1205, 0.0791, 0.1681, 0.0692, 0.1413, 0.0798], "e_homo_ev": -11.62, "e_tot_ev": -23223.813, "charge": 1, "homo_lumo_gap_ev": 8.428}